(1)
Here is a cluster of 10 separate species, C26H49Cl14N3 in total at a distorted geometry from the OMol25 dataset. Energies are from ωB97M-V with the def2-TZVPD basis set.

- Structure (SMILES): CCCC#N.CCCC#N.CCCC#N.ClCCCl.ClCCCl.ClCCCl.ClCCCl.ClCCCl.ClCCCl.ClCCCl
- Energy above the lowest of the compared OMol25 structures with the same formula, charge and spin: 28.28 kcal per mole
- HOMO level: -10.591 eV
- Charge: 0

Cartesian coordinates (Å):
1 C 12.960675 -2.963760 -3.657034
2 C 13.118337 -4.098318 -4.647500
3 C 13.899651 -5.327023 -4.161151
4 C 15.339478 -5.119734 -3.933975
5 N 16.470706 -4.947068 -3.811523
6 H 13.906226 -2.429855 -3.528344
7 H 12.587943 -3.240237 -2.670251
8 H 12.243619 -2.257728 -4.081657
9 H 13.437051 -3.627544 -5.575972
10 H 12.148939 -4.604381 -4.688112
11 H 13.659465 -6.132382 -4.854283
12 H 13.478032 -5.689932 -3.219363
13 C 17.479874 -3.925422 -0.663154
14 C 18.378576 -5.122115 -0.955908
15 C 17.670403 -6.435807 -0.646448
16 C 16.681552 -6.429611 0.437307
17 N 15.881432 -6.454994 1.260923
18 H 17.832031 -3.032342 -1.186715
19 H 17.319807 -3.723810 0.397385
20 H 16.468340 -3.985026 -1.084510
21 H 19.283760 -5.080991 -0.347022
22 H 18.676473 -4.994056 -1.994036
23 H 18.357154 -7.252735 -0.409468
24 H 17.158080 -6.772416 -1.553935
25 C 11.622514 -8.338248 -4.043280
26 C 11.856334 -9.774503 -3.561280
27 C 12.008516 -9.762246 -2.029346
28 C 12.319936 -11.041164 -1.435282
29 N 12.589396 -12.046759 -0.963313
30 H 11.580856 -8.179199 -5.117197
31 H 12.228972 -7.615382 -3.502400
32 H 10.610936 -8.079439 -3.699478
33 H 12.809527 -10.127320 -3.956784
34 H 11.052439 -10.467811 -3.790426
35 H 11.110001 -9.389375 -1.523352
36 H 12.791759 -9.096728 -1.643719
37 Cl 14.144548 2.931634 -2.454465
38 C 13.278039 1.997520 -3.706489
39 C 13.630301 0.510141 -3.574774
40 Cl 15.265929 0.068057 -3.958297
41 H 13.483770 2.301742 -4.731388
42 H 12.226523 2.141408 -3.474217
43 H 12.976628 0.030243 -4.308702
44 H 13.266684 0.220954 -2.590597
45 Cl 13.765756 -1.537749 -0.607735
46 C 14.316169 -2.464954 0.811987
47 C 13.797265 -3.897489 0.741943
48 Cl 12.011677 -3.868445 0.696998
49 H 13.843873 -1.978448 1.664246
50 H 15.390069 -2.311663 0.801781
51 H 14.167126 -4.549291 1.526846
52 H 14.076418 -4.329531 -0.219275
53 Cl 15.714445 -5.885240 -7.690156
54 C 14.696276 -6.608413 -8.938986
55 C 13.636331 -7.535083 -8.399467
56 Cl 12.438288 -6.593328 -7.439212
57 H 15.292627 -7.258045 -9.589287
58 H 14.381580 -5.777574 -9.563754
59 H 14.087244 -8.229564 -7.694356
60 H 13.114592 -8.083436 -9.177349
61 Cl 17.957029 -1.117072 -5.671478
62 C 16.841937 -2.264750 -6.463326
63 C 15.687117 -1.667298 -7.237025
64 Cl 16.306893 -0.685069 -8.588561
65 H 16.415619 -2.908590 -5.691530
66 H 17.435000 -2.895575 -7.120219
67 H 15.027776 -1.061339 -6.616179
68 H 15.033828 -2.428404 -7.663660
69 Cl 19.546804 -8.334826 -3.623847
70 C 19.861796 -7.506465 -5.141416
71 C 18.575568 -7.311069 -5.925455
72 Cl 18.062882 -8.879233 -6.631108
73 H 20.575848 -8.060040 -5.752922
74 H 20.390902 -6.570174 -4.957927
75 H 18.651693 -6.576365 -6.724350
76 H 17.783540 -6.950356 -5.270894
77 Cl 9.935111 -4.916941 -3.350060
78 C 9.216140 -4.972640 -4.969103
79 C 9.124365 -3.623516 -5.610504
80 Cl 7.687503 -2.750451 -5.064067
81 H 8.246419 -5.447599 -4.839154
82 H 9.789238 -5.672890 -5.581372
83 H 9.057924 -3.654834 -6.699078
84 H 9.981309 -2.973262 -5.430315
85 Cl 7.515287 0.856679 -1.632771
86 C 8.585606 -0.254794 -0.740460
87 C 9.128748 -1.313313 -1.714133
88 Cl 10.338724 -0.523491 -2.805150
89 H 7.891283 -0.773518 -0.084271
90 H 9.366157 0.349859 -0.298577
91 H 8.325419 -1.627724 -2.370190
92 H 9.653330 -2.109970 -1.197732

Forces on atoms 1 to 6 (eV/Å):
C 0.29 0.39 -0.02
C -0.76 -0.46 1.27
C 0.36 0.29 0.16
C -0.11 -0.26 -0.56
N -0.18 -0.03 0.07
H -0.03 -0.01 0.11

(2)
Here is a structure of composition C35H31NP2Pb at a distorted geometry from the OMol25 dataset. Energies are from ωB97M-V with the def2-TZVPD basis set.

- HOMO level: -6.878 eV
- Charge: 0

Cartesian coordinates (Å):
1 Pb -1.755748 1.557830 -0.043079
2 C -2.594189 -2.238828 -0.121087
3 P -1.900110 -1.076343 1.209786
4 C -2.723175 -1.725292 2.682397
5 C -2.220087 -2.852660 3.293252
6 C -2.856315 -3.419820 4.374763
7 C -4.057899 -2.819590 4.815772
8 C -4.547694 -1.708164 4.166117
9 C -3.952359 -1.216797 3.005970
10 C -0.211130 -1.676491 1.377774
11 C 0.329372 -2.663146 0.544456
12 C 1.586366 -3.117836 0.834996
13 C 2.311579 -2.636766 1.892189
14 C 1.807334 -1.647353 2.735149
15 C 0.550516 -1.150147 2.444462
16 C -2.075441 -1.830136 -1.445461
17 C -1.984196 -2.618488 -2.576684
18 C -1.380501 -1.814147 -3.545113
19 C -1.135841 -0.562988 -2.975910
20 C -0.356156 0.588343 -3.422486
21 P 0.664312 1.210071 -1.985739
22 C 1.572422 2.673091 -2.551542
23 C 2.506961 2.662346 -3.580414
24 C 3.254854 3.839121 -3.905506
25 C 3.090325 4.892050 -3.066798
26 C 2.312619 4.833916 -1.916810
27 C 1.467839 3.794191 -1.696768
28 C 2.172740 0.122267 -1.798784
29 C 3.271460 0.828245 -1.316520
30 C 4.469644 0.147950 -1.228466
31 C 4.584233 -1.219284 -1.523399
32 C 3.459965 -1.930692 -1.928737
33 C 2.277025 -1.237612 -2.161185
34 N -1.550227 -0.584374 -1.689822
35 H -3.658036 -2.254695 -0.028973
36 H -2.175010 -3.192545 0.120880
37 H -1.250309 -3.300102 2.990513
38 H -2.471881 -4.358408 4.804924
39 H -4.463667 -3.127467 5.810158
40 H -5.533990 -1.352814 4.501776
41 H -4.423662 -0.443344 2.460051
42 H -0.250615 -3.013187 -0.354266
43 H 1.985961 -3.802339 0.152428
44 H 3.310227 -2.977301 2.141624
45 H 2.371213 -1.297129 3.628142
46 H 0.115309 -0.400739 3.040485
47 H -2.335562 -3.627447 -2.785197
48 H -1.205195 -2.084485 -4.622300
49 H -0.747811 1.451289 -3.921014
50 H 0.333216 0.267126 -4.181510
51 H 2.518562 1.704427 -4.107358
52 H 3.875340 3.928639 -4.797052
53 H 3.687323 5.761682 -3.183436
54 H 2.381198 5.648272 -1.255396
55 H 0.737098 3.755797 -0.862477
56 H 3.218375 1.901424 -1.085319
57 H 5.279275 0.648505 -0.720364
58 H 5.519057 -1.729411 -1.402343
59 H 3.560316 -3.006648 -2.162058
60 H 1.389944 -1.780052 -2.463071
61 C -2.099675 4.113679 1.264837
62 C -3.003148 3.265384 2.005788
63 C -2.247505 2.259923 2.595569
64 C -0.879383 2.432295 2.290880
65 C -0.815399 3.646096 1.555290
66 H -2.396493 5.061062 0.757186
67 H -4.120065 3.262316 2.013622
68 H -2.620669 1.372562 3.077534
69 H -0.067687 1.748884 2.574812
70 H 0.094848 4.116284 1.248864

Forces on atoms 1 to 6 (eV/Å):
Pb -0.03 -0.22 -0.32
C 1.18 1.40 0.86
P -0.47 -0.63 -1.38
C 0.46 0.05 -1.40
C 1.38 -1.01 0.69
C -0.99 -0.22 0.14

(3)
Here is a cluster of 2 separate species, C5H8N3 in total at a distorted geometry from the OMol25 dataset. Energies are from ωB97M-V with the def2-TZVPD basis set.

- Energy above the lowest of the compared OMol25 structures with the same formula, charge and spin: 60.06 kcal per mole
- HOMO level: -14.691 eV
- Charge: +1

Cartesian coordinates (Å):
1 C 1.010148 -2.541475 1.405936
2 C 0.882996 1.247891 -1.713263
3 C 0.228802 1.011019 0.481750
4 C -0.709109 0.330656 -0.440577
5 C -1.876855 -0.431555 -0.067983
6 N 0.560363 -1.494407 1.278570
7 N 1.182139 1.565238 -0.447537
8 N -0.273384 0.591046 -1.701222
9 H 1.403874 1.407876 -2.654499
10 H -0.232212 1.760230 1.223944
11 H 0.576878 0.072605 1.112836
12 H -2.570230 -0.598542 -0.850715
13 H -2.084291 -0.152055 0.914749
14 H -1.548457 -1.503061 0.050260
15 H 2.015269 2.152909 -0.084055
16 H 1.434068 -3.418375 1.491805

Forces on atoms 1 to 6 (eV/Å):
C -2.04 4.81 -0.55
C -1.05 -0.15 2.71
C -0.87 0.09 0.98
C 1.88 2.69 -2.60
C 2.03 -2.23 -0.55
N 0.55 -2.43 0.79

(4)
Here is an isolated molecule of C3H6N2O from the OMol25 dataset. Energies are from ωB97M-V with the def2-TZVPD basis set.

- Energy above the lowest of the compared OMol25 structures with the same formula, charge and spin: 67.55 kcal per mole
- HOMO level (alpha / beta): -7.462 / -7.703 eV
- Charge: 0

Cartesian coordinates (Å):
1 N 1.820399 0.285558 -0.366329
2 C 0.906889 -0.673579 -0.111779
3 O 1.088487 -1.867407 -0.091714
4 N -0.440289 -0.111267 0.161816
5 C -1.471194 -0.948834 0.083013
6 C -0.631899 1.236671 0.348858
7 H 1.493849 1.221584 -0.570555
8 H 2.735622 -0.015178 -0.664621
9 H -1.442595 -1.795723 -0.604223
10 H -2.350430 -0.657845 0.655435
11 H -1.601243 1.582743 -0.005547
12 H -0.107595 1.743273 1.165649

Forces on atoms 1 to 6 (eV/Å):
N -0.05 -0.06 -0.07
C -0.26 -0.16 0.01
O -0.12 0.59 0.00
N 0.64 -0.06 -0.07
C -0.31 -0.03 -0.13
C -0.24 -0.04 0.17

(5)
Here is a structure of composition C23H20MgN2O2PS2 at a distorted geometry from the OMol25 dataset. Energies are from ωB97M-V with the def2-TZVPD basis set.

- HOMO level: -3.943 eV
- Charge: -1

Cartesian coordinates (Å):
1 Mg 0.185999 -0.859837 -0.452492
2 C -0.138111 -2.104260 -2.479790
3 C 0.621930 -2.011503 -3.668264
4 C 0.915601 -3.306730 -4.108789
5 C 0.418303 -4.209862 -3.165325
6 C -0.266850 -3.501806 -2.169228
7 H -0.895082 -1.335679 -2.212536
8 H 0.940591 -1.103156 -4.146572
9 H 1.621247 -3.565442 -4.895230
10 H 0.485645 -5.292064 -3.205202
11 H -0.688155 -3.875729 -1.255513
12 O -0.867465 0.835315 -0.601319
13 N -2.119380 0.889841 -0.311593
14 N -2.496397 -0.255050 0.254871
15 O -1.602774 -1.164015 0.551868
16 C -3.873205 -0.404701 0.695093
17 C -4.913837 0.426871 0.192617
18 C -6.131513 0.388692 0.911759
19 C -6.305434 -0.381478 2.073900
20 C -5.235863 -1.157171 2.507921
21 C -4.034060 -1.257985 1.795220
22 H -4.789365 1.112428 -0.645954
23 H -6.994197 0.963121 0.592597
24 H -7.316732 -0.358779 2.505644
25 H -5.331064 -1.756616 3.436812
26 H -3.164423 -1.798116 2.135258
27 S 5.313489 -0.208728 0.874642
28 P 3.391840 0.019966 0.530523
29 S 2.396148 -1.747116 0.142043
30 C 2.564284 0.691346 1.976004
31 C 3.095057 0.359190 3.206837
32 C 2.693738 0.929748 4.398667
33 C 1.613164 1.786234 4.340373
34 C 0.943116 1.972903 3.127872
35 C 1.397209 1.434985 1.928401
36 C 3.030902 1.036429 -0.894812
37 C 3.000249 2.412497 -0.635288
38 C 2.520671 3.259597 -1.602765
39 C 2.354109 2.800143 -2.895566
40 C 2.599434 1.499414 -3.189704
41 C 2.810489 0.540095 -2.180396
42 H 3.938346 -0.329757 3.196318
43 H 3.193195 0.716159 5.349343
44 H 1.273160 2.315026 5.234216
45 H 0.050500 2.579404 3.149080
46 H 0.881700 1.692619 1.002646
47 H 3.273593 2.858985 0.315617
48 H 2.286854 4.309549 -1.374789
49 H 2.138061 3.507695 -3.673137
50 H 2.560122 1.164926 -4.236262
51 H 2.655161 -0.517600 -2.425614

Forces on atoms 1 to 6 (eV/Å):
Mg 0.00 -0.95 -0.27
C -0.53 0.33 0.60
C 0.05 -0.28 -0.51
C 0.96 0.76 0.10
C -0.87 -0.46 0.97
C 0.40 0.49 -0.44